# 1
Molecular formula: C3H9NO2
Method: DFT, wB97M-V/def2-TZVPD

Last column: Löwdin charge in e.
Cartesian coordinates (Å):
C1 -0.9488 -0.9712 -0.5698  -0.045
C2 0.0460 -0.4133 0.2229  -0.582
C3 2.3199 -0.8692 1.5389  -0.023
H1 -1.9843 3.1868 -1.7732  0.066
H2 -1.6815 1.7003 -1.0733  0.062
H3 -0.4643 -2.0163 -0.9819  0.132
H4 -1.0281 -0.0425 -1.4402  0.164
H5 -1.9469 -1.3088 -0.1385  0.109
H6 1.0170 -2.1827 0.3680  0.102
H7 2.2323 0.1437 1.4350  0.034
H8 2.2069 -1.4241 2.5102  0.095
H9 3.3575 -1.0516 1.3589  0.060
N1 1.1741 -1.1970 0.5497  0.015
O1 -2.4051 2.2671 -1.6345  -0.173
O2 0.1014 0.8449 0.2263  -0.016

Computed properties:
**E**: -8839.790 eV
**Lowest unoccupied orbital energy**: 0.56 eV
**Energy relative to the best compared isomer or geometry (same formula, charge and spin)**: 3.165 eV
**Gap between HOMO and LUMO**: 10.541 eV
**SMILES**: CNC(C)=O.O


# 2
Molecular formula: C2H5NO
Method: DFT, wB97M-V/def2-TZVPD

Last column: Löwdin charge in e.
Cartesian coordinates (Å):
C1 0.1851 -0.9382 0.6777  -0.094
C2 -0.1221 -0.0345 -0.5212  -0.724
H1 1.2326 -0.4583 1.2624  0.139
H2 0.4073 -2.0957 0.1200  0.152
H3 -0.9444 -0.9554 1.1944  0.119
H4 -0.3032 1.8287 0.6109  0.227
H5 -0.3844 1.9622 -1.2658  0.151
N1 0.2826 1.3317 -0.5294  0.023
O1 -0.3535 -0.6404 -1.5491  0.007

Computed properties:
**E**: -5689.317 eV
**Lowest unoccupied orbital energy**: 0.32 eV
**Energy relative to the best compared isomer or geometry (same formula, charge and spin)**: 3.912 eV
**Gap between HOMO and LUMO**: 10.051 eV


# 3
Molecular formula: C39H45BN10PdS3Se
Method: DFT, wB97M-V/def2-TZVPD

Last column: Löwdin charge in e.
Cartesian coordinates (Å):
Pd1 1.1584 0.7743 1.9143  0.533
C1 3.6618 -2.8326 -0.8596  -0.020
C2 2.7086 -1.7586 -1.2715  -0.210
C3 2.7210 -1.1804 -2.5142  0.123
C4 1.8411 -0.1144 -2.8327  -0.159
N1 0.9253 0.2681 -1.9727  0.208
N2 0.8948 -0.2950 -0.7680  -0.003
B1 -0.2143 0.1076 0.2072  -0.582
N3 -1.2708 1.0303 -0.4624  -0.005
N4 -2.0305 0.5845 -1.4550  0.209
C5 -2.9958 1.3609 -1.9054  -0.145
C6 -3.2166 2.6410 -1.3359  0.128
C7 -2.4520 3.0930 -0.2917  -0.209
C8 -2.6691 4.3979 0.3941  -0.020
C9 -1.4333 2.2139 0.1218  -0.537
S1 -0.3227 2.5751 1.3707  0.886
C10 -3.9279 0.8101 -2.9708  -0.535
C11 -4.8918 1.8746 -3.5077  -0.041
C12 -4.7465 -0.3254 -2.3355  -0.025
C13 -3.1278 0.2573 -4.1615  -0.028
N5 -1.0145 -1.0988 0.8131  -0.041
N6 -1.4435 -1.8998 -0.1239  0.228
C14 -2.2114 -2.9407 0.1868  -0.121
C15 -2.6122 -3.1534 1.5234  0.124
C16 -2.1493 -2.3394 2.5289  -0.193
C17 -2.4825 -2.5630 3.9646  -0.021
C18 -1.2951 -1.2652 2.1298  -0.573
S2 -0.6221 -0.2188 3.2941  0.972
C19 -2.6206 -3.8931 -0.9008  -0.534
C20 -4.1566 -3.9153 -0.9950  0.000
C21 -2.1186 -5.3043 -0.5101  -0.009
C22 -1.9935 -3.5180 -2.2456  -0.031
C23 1.7850 -1.2166 -0.3544  -0.527
S3 1.7280 -1.6286 1.3094  0.898
C24 1.9474 0.5869 -4.1674  -0.546
C25 3.3671 1.1703 -4.3096  -0.019
C26 1.6925 -0.4352 -5.2847  -0.014
C27 0.9469 1.7419 -4.2540  -0.040
H1 3.9639 -3.4377 -1.7120  0.108
H2 3.2344 -3.4852 -0.0987  0.079
H3 4.5731 -2.3879 -0.4493  0.105
H4 3.4379 -1.5146 -3.2538  0.147
H5 -4.0300 3.2538 -1.6973  0.135
H6 -3.5245 4.9271 -0.0172  0.105
H7 -1.7919 5.0427 0.2944  0.103
H8 -2.8370 4.2477 1.4635  0.100
H9 -5.6010 2.2014 -2.7437  0.096
H10 -5.4851 1.4413 -4.3107  0.106
H11 -4.3613 2.7335 -3.9225  0.102
H12 -5.3138 0.0317 -1.4727  0.101
H13 -4.0971 -1.1380 -2.0129  0.042
H14 -5.4501 -0.7138 -3.0705  0.110
H15 -2.6246 1.0639 -4.6929  0.091
H16 -3.8128 -0.2222 -4.8597  0.103
H17 -2.4029 -0.4887 -3.8319  0.064
H18 -3.2654 -3.9827 1.7596  0.148
H19 -3.1611 -3.4030 4.0849  0.109
H20 -2.9447 -1.6720 4.3962  0.104
H21 -1.5788 -2.7635 4.5438  0.104
H22 -4.6203 -4.2649 -0.0713  0.094
H23 -4.4550 -4.6012 -1.7860  0.113
H24 -4.5597 -2.9266 -1.2227  0.071
H25 -2.6145 -5.6782 0.3869  0.091
H26 -1.0391 -5.3060 -0.3477  0.097
H27 -2.3404 -5.9964 -1.3203  0.110
H28 -2.2430 -2.4976 -2.5339  0.059
H29 -2.3615 -4.1933 -3.0153  0.107
H30 -0.9060 -3.6018 -2.2085  0.088
H31 4.1345 0.3936 -4.2964  0.088
H32 3.5737 1.8912 -3.5169  0.095
H33 3.4431 1.6875 -5.2648  0.107
H34 2.4221 -1.2468 -5.2767  0.089
H35 1.7709 0.0599 -6.2513  0.106
H36 0.6954 -0.8729 -5.1995  0.095
H37 1.2061 2.5323 -3.5482  0.089
H38 -0.0501 1.3854 -4.0189  0.059
H39 0.9489 2.1580 -5.2600  0.105
Se1 5.7237 2.8800 8.2271  1.504
N7 5.7420 1.4898 7.1434  -0.157
C28 4.8383 1.6906 6.2295  -0.261
C29 4.6190 0.8407 5.0915  -0.070
C30 5.4575 -0.2493 4.8397  0.071
C31 5.2824 -0.9389 3.6649  0.023
C32 4.2263 -0.5785 2.8403  -0.117
N8 3.3647 0.4117 3.0897  0.069
C33 3.5969 1.1672 4.1754  -0.119
C34 2.8547 2.4361 4.2990  -0.121
N9 1.9987 2.7547 3.3179  0.069
C35 1.5382 4.0082 3.2866  -0.121
C36 1.7967 4.9721 4.2527  0.027
C37 2.5812 4.6240 5.3238  0.071
C38 3.1516 3.3475 5.3342  -0.070
C39 4.0970 2.9705 6.3476  -0.261
N10 4.4542 3.7262 7.3453  -0.157
H40 6.2397 -0.4968 5.5464  0.146
H41 5.9443 -1.7452 3.3827  0.138
H42 4.0777 -1.1344 1.9292  0.055
H43 0.9360 4.2984 2.4404  0.049
H44 1.3843 5.9658 4.1505  0.139
H45 2.8043 5.3128 6.1291  0.146

Computed properties:
**E**: -158044.497 eV
**Net charge**: +4
**Lowest unoccupied orbital energy (alpha / beta)**: -11.15 / -13.90 eV
**Energy relative to the best compared isomer or geometry (same formula, charge and spin)**: 1.127 eV
**Expectation value of S²**: 6.0801
**Gap between HOMO and LUMO (alpha / beta)**: 7.577 / 4.807 eV
**2S+1**: 5